# 1
A molecular structure, C30H36ClGaO5 in a non-equilibrium geometry, computed with ωB97M-V/def2-TZVPD.

Summary:
2S+1: 1
Net charge: -2
Frontier orbital gap (alpha / beta): 1.7 / 1.7 eV
E_HOMO (alpha / beta): 0.076 / 0.077 Eh
Electronic energy: -3925.73058 Eh

The geometry in XYZ format:
```
73
Properties=species:S:1:pos:R:3:forces:R:3:lowdin_charge:R:1
C -2.623623 0.085070 -5.669914 -0.830 -0.105 -0.502 -0.23
C -2.542560 1.238967 -4.620102 -0.100 -0.238 -0.332 -0.05
C -1.306905 -0.714902 -5.602075 -0.099 -0.142 0.093 -0.05
C -0.303997 0.250802 -4.989125 -0.256 0.177 -0.236 -0.20
H -1.021953 -1.056305 -6.600086 -0.047 0.017 0.247 0.13
H -1.431664 -1.595854 -4.958790 -0.078 0.199 -0.034 0.14
C -1.135438 1.125015 -4.039241 0.138 -0.010 0.354 -0.21
H -3.322223 1.074711 -3.867687 0.146 0.192 -0.028 0.13
H -2.697873 2.227481 -5.079286 0.052 -0.371 0.028 0.12
C -1.115656 0.302670 -2.754210 0.184 -0.226 0.511 -0.13
H -0.663299 2.094993 -3.836573 -0.215 -0.115 -0.214 0.14
H 0.150320 0.820216 -5.810688 0.130 0.030 0.240 0.16
C 0.724854 -0.383536 -4.054755 0.096 0.344 -0.419 -0.54
C -3.794297 -0.873326 -5.567967 -1.095 -0.042 1.453 -0.45
C -2.908403 0.554459 -7.097394 1.527 0.420 -0.863 -0.43
O -2.117933 0.355011 -7.999189 -1.296 0.659 0.592 0.11
O -4.668961 -0.898330 -4.717195 1.080 -0.150 -0.994 0.10
O -3.791562 -1.669558 -6.659587 -0.278 -0.225 0.670 -0.04
O -4.098547 1.153812 -7.368570 0.143 0.255 0.074 -0.02
C -5.087491 1.634818 -6.410944 0.301 -0.190 -0.301 -0.03
H -4.650060 2.074675 -5.504071 -0.148 -0.271 -0.440 0.08
H -5.776518 0.824596 -6.141688 0.238 0.233 -0.031 0.09
H -5.617490 2.400964 -6.983700 0.031 -0.107 0.250 0.09
C -4.895105 -2.572561 -6.731988 -0.012 -0.078 -0.015 -0.05
H -4.887208 -3.261124 -5.880436 -0.045 0.153 -0.160 0.10
H -4.749249 -3.108669 -7.664708 -0.077 -0.082 0.006 0.09
H -5.838198 -2.016306 -6.752473 0.134 -0.134 0.052 0.09
O 0.033640 -0.559608 -2.825827 -0.272 0.108 -0.616 -0.17
H -2.005512 -0.323572 -2.642303 -0.042 -0.114 -0.205 0.12
H -1.052910 0.905483 -1.840880 0.131 -0.058 -0.139 0.09
C 1.877231 0.613892 -3.934522 0.541 0.064 0.069 -0.02
C 1.249083 -1.727365 -4.554429 0.099 -0.159 -0.083 -0.05
H 1.380128 -1.690198 -5.642822 0.053 0.026 0.032 0.08
H 0.586643 -2.571245 -4.323919 0.076 0.355 0.058 0.08
H 2.226457 -1.931598 -4.117888 -0.040 -0.121 0.110 0.08
H 2.566242 0.385848 -3.112670 -0.277 -0.131 -0.102 0.08
H 1.540837 1.650468 -3.797952 -0.049 -0.277 0.001 0.09
H 2.447371 0.555831 -4.872082 0.011 0.159 0.115 0.08
Ga 0.821977 -1.261683 -0.398667 -0.744 1.561 -0.687 0.72
C 0.883300 2.329139 1.482744 -0.777 0.153 -0.266 -0.23
C 0.643773 2.683116 0.124703 -0.446 -0.036 0.368 -0.22
C -0.760558 2.599538 -0.113176 0.364 -0.082 0.754 -0.23
H 1.397185 2.987090 -0.602988 -0.141 -0.113 0.145 0.05
C -1.384637 2.179088 1.098281 0.679 0.424 -0.087 -0.22
C -0.372904 2.024760 2.087170 0.124 0.342 -0.737 -0.21
H -0.529530 1.755241 3.130202 0.036 -0.087 -0.218 0.05
H 1.850556 2.320761 1.981617 -0.154 0.007 -0.115 0.05
H -1.268581 2.843829 -1.046332 0.090 -0.036 0.181 0.05
H -2.453208 2.029506 1.238168 0.161 -0.046 -0.004 0.05
C -0.199883 -2.872815 0.684441 -1.475 -0.496 0.202 -0.31
C -0.601457 -2.099976 1.832344 -0.128 -0.324 -0.815 -0.15
C -1.629020 -1.218423 1.437967 0.086 -0.327 0.069 -0.15
H -0.259882 -2.283129 2.854153 0.140 0.356 -0.464 0.09
C -1.929955 -1.417748 0.074400 0.234 -1.480 -0.209 -0.19
C -1.045946 -2.427413 -0.447968 -1.485 -0.740 1.761 -0.31
H -1.191790 -3.000113 -1.365405 0.374 0.558 0.212 0.08
H 0.369962 -3.805738 0.698982 -0.036 0.511 -0.051 0.07
H -2.177745 -0.554191 2.106958 0.416 -0.041 -0.307 0.09
H -2.766272 -0.975071 -0.468124 0.498 0.119 0.109 0.09
Cl 3.076074 -3.461776 -0.517928 0.379 -0.126 -0.561 0.63
C 3.431359 -2.616011 0.947421 0.207 -0.098 1.507 -0.65
C 3.854245 -3.349145 2.051220 -0.188 0.519 -0.127 -0.15
C 3.821477 -2.748208 3.318123 0.224 -0.257 0.146 -0.16
C 3.347638 -1.441566 3.459305 -0.022 0.367 -0.258 -0.13
C 3.041170 -0.676205 2.339232 -0.003 -0.259 0.637 -0.06
C 3.140282 -1.235375 1.048825 -0.279 0.757 -1.688 -0.37
C 2.654918 -0.484487 -0.144512 2.518 -0.144 1.571 -0.26
H 4.179396 -4.377371 1.923578 -0.151 0.062 0.039 0.08
H 4.143914 -3.312254 4.191602 -0.118 0.041 -0.140 0.07
H 3.224920 -0.999951 4.452254 0.111 -0.163 -0.256 0.09
H 2.669619 0.349423 2.436746 0.186 -0.441 -0.063 0.09
H 2.576669 0.592646 0.029097 -0.278 -0.280 0.008 0.04
H 3.219245 -0.675759 -1.062339 -0.253 -0.243 0.102 0.02
```
Forces are in eV/Å.

# 2
A molecular structure, C30H36ClN5O2STi, computed with ωB97M-V/def2-TZVPD.

Summary:
⟨S²⟩: 0.76
2S+1: 2
Net charge: +1
Frontier orbital gap (alpha / beta): 7.3 / 7.4 eV
E_HOMO (alpha / beta): -0.392 / -0.404 Eh
Electronic energy: -3296.77445 Eh
Energy relative to the best compared isomer or geometry (same formula, charge and spin): 14.76 kcal per mole

The geometry in XYZ format:
```
76
Properties=species:S:1:pos:R:3:forces:R:3:lowdin_spin:R:1
Ti 0.158111 0.311242 0.315434 -0.241 0.073 -0.802 0.91
C -0.780636 6.194358 -1.988362 -0.051 0.012 0.058 0.00
C -2.249613 6.322146 -1.592127 0.033 0.067 -0.027 0.00
C -3.029993 6.815568 -2.821743 0.072 -0.037 0.051 0.00
C -2.363297 7.352999 -0.458185 -0.011 -0.067 -0.078 0.00
C -2.833277 4.995427 -1.114896 0.017 -0.052 0.000 0.00
C -4.212293 4.926447 -0.863073 -0.061 -0.058 0.051 0.00
C -4.823380 3.746549 -0.512309 -0.049 0.067 0.034 0.00
C -4.036631 2.611739 -0.380002 0.170 -0.074 0.112 0.00
S -4.568039 0.995437 -0.076949 0.387 -0.016 -0.205 0.00
C -2.923482 0.461268 -0.244149 -0.289 0.043 0.166 0.00
N -2.017557 1.403951 -0.379714 0.215 -0.295 -0.325 0.00
C -2.644592 2.648187 -0.541968 -0.349 0.186 -0.065 0.00
C -2.061027 3.857652 -0.935361 -0.095 0.129 -0.042 0.00
C -2.598469 -0.956135 -0.192055 -0.250 -0.036 0.067 0.01
C -3.580943 -1.932971 -0.370532 -0.062 -0.082 0.002 0.00
C -3.231386 -3.269854 -0.321946 0.074 0.075 0.015 0.01
C -1.901995 -3.615763 -0.096479 -0.056 0.081 -0.005 0.00
C -0.945539 -2.625049 0.080098 0.173 -0.120 -0.008 0.01
C -1.263094 -1.267715 0.032074 0.450 -0.048 0.196 -0.01
H -0.424216 7.150749 -2.368483 0.032 0.027 -0.021 0.00
H -0.639098 5.446346 -2.770853 0.034 -0.014 -0.028 0.00
H -0.160983 5.934512 -1.129146 -0.011 -0.014 -0.050 0.00
H -2.598335 7.748897 -3.183385 0.020 0.029 -0.001 0.00
H -4.077238 7.004885 -2.596630 -0.050 0.006 0.011 0.00
H -2.982684 6.083574 -3.628730 -0.007 -0.017 -0.026 0.00
H -1.962233 8.313568 -0.781318 0.016 0.039 -0.017 0.00
H -1.804993 7.026505 0.420239 0.019 -0.010 0.041 0.00
H -3.400401 7.504068 -0.162288 -0.042 0.019 0.026 0.00
H -4.822396 5.810625 -0.971744 -0.023 0.048 -0.016 0.00
H -5.892528 3.694074 -0.360891 -0.031 0.027 -0.011 0.00
H -1.009107 3.899818 -1.145888 -0.077 0.039 0.012 0.00
H -4.609428 -1.654688 -0.567365 -0.023 -0.006 -0.004 0.00
H -3.980291 -4.036327 -0.463404 -0.016 0.000 -0.013 0.00
H -1.614845 -4.658058 -0.062005 0.004 -0.038 0.003 0.00
H 0.083453 -2.931324 0.250255 -0.028 -0.033 -0.006 0.00
Cl 5.923073 -4.197064 -0.849100 0.062 -0.054 0.010 0.00
C 4.605937 -3.084667 -0.830840 -0.169 0.117 0.147 0.00
C 4.172545 -2.508891 -2.040925 -0.047 0.023 0.098 0.01
C 3.128670 -1.619848 -2.072204 -0.054 0.061 -0.182 0.00
C 2.452724 -1.256521 -0.893427 0.165 -0.157 0.057 0.01
O 1.464005 -0.406124 -0.924306 -0.277 0.289 0.173 -0.01
C 2.900717 -1.843476 0.322528 -0.305 0.301 -0.251 0.00
C 2.256791 -1.503632 1.528880 -0.343 0.239 0.126 0.03
O 1.283005 -0.712195 1.642974 0.409 -0.279 0.283 0.00
C 3.978756 -2.755685 0.337689 0.096 -0.067 -0.131 0.01
H 4.679508 -2.783425 -2.955378 0.006 0.003 -0.038 0.00
H 2.796307 -1.186185 -3.005956 0.015 -0.013 -0.006 0.00
H 2.631775 -1.963949 2.445050 -0.019 -0.003 0.119 0.00
H 4.292587 -3.186731 1.278936 0.049 -0.037 0.010 0.00
N -1.689712 1.859988 2.651121 -0.008 -0.021 0.017 0.00
N -0.977643 0.667746 2.278797 -0.015 -0.084 0.173 0.00
H -2.407480 1.632428 3.331956 0.037 0.011 -0.010 0.00
H -2.156093 2.215517 1.822804 0.047 -0.038 0.073 0.00
H -1.595037 -0.145356 2.246298 0.043 0.054 0.027 0.00
H -0.295566 0.479957 3.009759 -0.030 0.041 -0.051 0.00
C 1.389835 2.849173 -1.090793 0.219 -0.034 -0.235 0.00
C 2.316437 4.092738 -1.111734 -0.049 0.044 -0.124 0.00
N 2.683247 4.475427 0.242905 0.114 0.089 0.037 0.00
C 3.416500 3.388479 0.872048 0.104 -0.023 -0.062 0.00
C 2.578102 2.087874 0.829535 0.074 -0.028 0.170 0.00
N 1.214479 2.384258 0.304749 0.099 -0.553 0.122 0.01
C 0.628365 3.451486 1.142440 -0.070 0.221 0.121 0.00
C 1.481552 4.737792 1.017992 -0.090 0.060 0.088 0.00
H 1.824868 2.024165 -1.660696 -0.046 0.036 0.069 0.00
H 0.414667 3.049169 -1.525931 0.105 -0.049 0.001 0.00
H 1.824041 4.940576 -1.589848 0.024 -0.041 -0.010 0.00
H 3.231597 3.887535 -1.668387 -0.017 -0.010 -0.019 0.00
H 3.642069 3.677882 1.898519 0.012 -0.015 0.012 0.00
H 4.364271 3.255334 0.348206 -0.006 -0.017 0.026 0.00
H 2.477137 1.649801 1.825398 -0.029 0.017 -0.048 0.00
H 3.037333 1.344174 0.175143 -0.062 0.004 0.025 0.00
H 0.595863 3.091639 2.171748 -0.011 -0.020 -0.067 0.00
H -0.400687 3.619476 0.827081 0.108 -0.026 0.104 0.00
H 1.776947 5.103448 2.002485 -0.038 0.008 -0.011 0.00
H 0.925064 5.535076 0.525556 0.000 0.002 0.057 0.00
```
Forces are in eV/Å.

# 3
3 unconnected molecules or ions with the total composition C30H36F3N2O5 in a non-equilibrium geometry, computed with ωB97M-V/def2-TZVPD.

Summary:
2S+1: 1
Net charge: +1
Frontier orbital gap: 6.9 eV
E_HOMO: -0.378 Eh
Electronic energy: -1949.50412 Eh

The geometry in XYZ format:
```
76
Properties=species:S:1:pos:R:3:forces:R:3:lowdin_charge:R:1
C 1.897878 -0.727884 1.575803 -1.340 0.856 -0.119 -0.08
C 0.303398 -0.927919 1.374953 -3.024 -0.571 -0.486 -0.21
C -0.720447 -0.835575 2.525062 -0.653 -0.636 -4.212 -0.03
C -2.243483 -1.010985 2.178539 2.491 -0.406 -2.177 0.02
C -2.750361 -1.299138 0.718134 2.379 0.114 0.941 -0.04
C -4.322927 -1.521642 0.411430 -0.749 0.422 0.755 -0.33
C -4.879506 -0.497874 -0.724173 0.627 -1.431 -0.776 -0.09
C -5.244782 -1.258777 1.720153 1.156 1.180 0.003 -0.12
C -1.701511 -1.407793 -0.454509 0.619 0.875 4.842 -0.15
O -2.240209 -1.681514 -1.741334 2.026 1.252 0.871 -0.09
C -1.490418 -1.105365 -2.821491 0.249 -0.380 -1.415 -0.16
C -1.838978 0.437272 -3.133824 -0.640 -0.724 -0.238 -0.26
C -1.013322 0.865374 -4.444876 -1.673 -1.072 -1.072 -0.06
N 0.350882 1.447354 -4.174851 0.073 0.576 0.590 0.06
C 0.785600 1.364469 -2.726110 1.377 0.722 1.779 -0.22
C 2.179553 2.208949 -2.657740 0.147 -0.649 0.225 -0.11
C 2.714839 2.442676 -1.165435 0.688 0.786 0.234 -0.06
C 3.976340 1.543924 -0.775623 0.348 1.357 0.741 -0.40
F 5.121608 2.039052 -1.489971 -2.716 -1.773 1.386 0.05
F 4.310307 1.733586 0.605599 -0.892 -0.909 -3.424 0.06
F 3.724815 0.174712 -1.021091 1.123 2.926 0.423 0.06
C -0.384463 2.010216 -1.847594 0.357 1.047 0.679 -0.14
N -1.720274 1.353702 -1.973025 0.499 0.240 -1.553 -0.02
C -0.222032 -1.231468 -0.064544 -1.445 0.340 1.135 0.00
H 2.204034 0.245049 1.030751 -0.466 -1.603 0.880 0.05
H 2.105674 -0.544959 2.687573 -0.178 -0.537 -1.655 0.09
H 2.508934 -1.582330 1.137329 -0.896 1.050 0.763 0.09
H -0.330170 -0.648738 3.582137 -0.875 -0.283 -1.667 0.09
H -2.950718 -0.950947 3.086939 1.084 -0.187 -2.005 0.06
H -4.544172 -2.610483 0.097965 0.741 1.714 0.248 0.14
H -5.053422 -1.153408 -1.662523 0.088 1.282 1.340 0.08
H -5.870678 -0.022433 -0.416858 1.577 -0.504 -0.412 0.08
H -4.064355 0.246993 -1.009646 -1.288 -0.713 0.574 0.05
H -6.352261 -1.110831 1.456295 1.680 -0.686 0.286 0.08
H -5.063327 -2.005888 2.559621 -0.478 0.900 -1.294 0.07
H -4.893249 -0.233566 2.129507 -0.703 -1.602 -0.524 0.08
H -1.813969 -1.685810 -3.771032 0.381 0.874 1.564 0.15
H -0.349224 -1.294262 -2.760387 -1.793 0.341 0.247 0.12
H -2.953242 0.445540 -3.444808 1.831 -0.064 0.432 0.17
H -1.632341 1.641924 -5.012641 1.091 -1.082 0.698 0.15
H -0.848942 -0.051402 -5.130205 -0.427 1.513 1.114 0.15
H 1.098186 1.048171 -4.767442 -0.577 0.157 0.174 0.19
H 0.298231 2.467901 -4.387383 0.261 -0.862 0.119 0.18
H 1.069146 0.303553 -2.398010 -0.882 1.375 -0.809 0.15
H 3.019599 1.642034 -3.217659 -1.491 0.748 0.697 0.14
H 2.066474 3.209430 -3.195133 -0.005 -1.199 0.848 0.13
H 3.083795 3.537118 -1.117162 -0.433 -1.870 0.107 0.15
H 1.933997 2.340404 -0.342700 0.999 -0.107 -1.211 0.12
H -0.145565 2.047261 -0.716115 0.053 -0.336 -1.945 0.14
H -0.451372 3.126595 -2.163431 0.183 -1.581 0.316 0.14
H -2.454170 2.083811 -2.032278 0.731 -0.765 0.119 0.13
H 0.589906 -1.303887 -0.879838 -1.385 0.026 1.414 0.08
C -3.460393 0.221422 7.805762 0.243 -0.185 -0.225 0.03
C -3.337413 -0.333393 6.599439 0.118 0.076 0.236 0.03
C -4.444338 -0.293577 5.620967 0.045 -0.127 -0.179 -0.36
O -4.333450 -0.802383 4.518354 -0.116 0.204 0.618 0.05
C -5.691662 0.385568 6.029459 -0.174 0.129 0.149 0.03
C -5.815301 0.940633 7.235697 -0.156 -0.066 -0.322 0.03
C -4.708272 0.901166 8.214998 -0.074 0.227 0.506 -0.38
O -4.819060 1.408387 9.313762 0.046 -0.152 -0.343 0.12
H -2.660355 0.201060 8.535159 -0.039 0.019 0.022 0.13
H -2.430518 -0.834329 6.283642 -0.030 -0.017 -0.018 0.12
H -6.491536 0.405649 5.299771 0.028 -0.027 -0.015 0.12
H -6.722249 1.441319 7.551128 0.036 -0.003 0.034 0.13
C 8.201449 -2.355247 -3.506630 0.249 0.214 -0.072 0.02
C 8.746802 -1.147769 -3.352023 0.013 -0.305 -0.145 0.02
C 8.095376 -0.112877 -2.521150 0.283 0.410 0.034 -0.38
O 8.590371 0.989313 -2.381018 -0.192 -0.277 -0.038 0.11
C 6.817683 -0.468514 -1.867274 -0.240 -0.300 0.106 0.02
C 6.272576 -1.675775 -2.021926 -0.012 0.319 0.097 0.02
C 6.923847 -2.710697 -2.852834 -0.137 -0.478 -0.073 -0.39
O 6.427564 -3.812649 -2.992606 0.076 0.322 0.029 0.11
H 8.664185 -3.124701 -4.111865 -0.037 -0.022 0.026 0.12
H 9.681987 -0.871526 -3.823127 -0.017 0.035 0.033 0.13
H 6.356091 0.298796 -1.263282 0.204 -0.086 -0.014 0.09
H 5.337313 -1.952067 -1.550748 0.029 -0.052 0.004 0.11
```
Forces are in eV/Å.